{
  "formula": "C42H38BrN5O4S2SbTl",
  "method": "ωB97M-V/def2-TZVPD",
  "mol_weight_da": 1147.0,
  "charge": -2,
  "species": ["Tl", "C", "C", "N", "N", "C", "S", "S", "C", "C", "C", "C", "C", "C", "C", "C", "C", "C", "C", "C", "C", "O", "H", "H", "H", "H", "H", "H", "H", "H", "H", "H", "H", "H", "H", "H", "Br", "C", "C", "C", "C", "C", "N", "C", "O", "O", "H", "H", "H", "C", "C", "C", "C", "C", "C", "Sb", "C", "C", "C", "C", "C", "C", "C", "C", "C", "C", "C", "C", "H", "H", "H", "H", "H", "H", "H", "H", "H", "H", "H", "H", "H", "H", "H", "C", "N", "C", "N", "O", "H", "H", "H", "H", "H", "H"],
  "coordinates": [[-0.659550, 0.782659, 0.337390], [3.764825, -1.754821, 1.054993], [2.262947, -1.574648, 1.103801], [1.769275, -0.408471, 0.957174], [2.622395, 0.661144, 0.933992], [2.590771, 1.451209, -0.084585], [1.863812, 1.242481, -1.608948], [3.542467, 2.980369, 0.225963], [5.186688, 2.229720, 0.456942], [5.734987, 1.523371, -0.761045], [5.678140, 2.101930, -2.027873], [6.186016, 1.437235, -3.132652], [6.756627, 0.177057, -2.993269], [6.811733, -0.410806, -1.739232], [6.305376, 0.261861, -0.632649], [1.404511, -2.757423, 1.360160], [1.915564, -3.755907, 2.189526], [1.217665, -4.910963, 2.521757], [-0.058612, -5.084706, 1.985793], [-0.598420, -4.127159, 1.150183], [0.087492, -2.918294, 0.790656], [-0.460479, -2.080768, 0.003162], [4.220067, -1.436314, 1.999390], [4.166330, -1.116627, 0.269116], [4.039912, -2.788168, 0.853391], [5.102349, 1.537145, 1.293847], [5.832869, 3.061165, 0.747904], [5.189841, 3.061943, -2.140338], [6.115299, 1.895094, -4.112717], [7.137396, -0.350692, -3.860384], [7.235670, -1.401575, -1.621167], [6.338400, -0.207095, 0.344829], [2.899512, -3.608793, 2.625951], [1.656433, -5.654261, 3.176676], [-0.632814, -5.975156, 2.224311], [-1.582458, -4.269539, 0.715173], [1.148253, 1.942883, 3.733786], [0.355824, 3.452557, 2.901361], [0.372453, 4.645333, 3.607508], [-0.184376, 5.753665, 2.990716], [-0.733560, 5.616333, 1.730005], [-0.705336, 4.375103, 1.104904], [-0.154226, 3.302443, 1.693843], [-1.360469, 4.240691, -0.297277], [-1.966633, 5.265894, -0.673853], [-1.222321, 3.148319, -0.886694], [0.810844, 4.688986, 4.593559], [-0.177339, 6.714595, 3.493118], [-1.193342, 6.435143, 1.195976], [-6.949282, -4.464321, -3.576359], [-5.838695, -4.202328, -4.367030], [-4.737730, -3.538041, -3.834440], [-4.727380, -3.093149, -2.510979], [-5.833326, -3.417297, -1.719906], [-6.938581, -4.079258, -2.241618], [-3.012455, -2.153625, -1.478857], [-1.962310, -1.445592, -3.209035], [-2.629157, -0.989554, -4.347259], [-1.913515, -0.431856, -5.397584], [-0.530813, -0.296989, -5.306398], [0.132935, -0.711126, -4.161861], [-0.579021, -1.292047, -3.115775], [-4.060645, -0.248507, -1.272751], [-3.476688, 0.944651, -1.700068], [-4.137056, 2.159958, -1.548502], [-5.395715, 2.196140, -0.967084], [-5.986224, 1.019514, -0.524505], [-5.318917, -0.190287, -0.669267], [-7.811661, -4.971666, -3.992982], [-5.827550, -4.519073, -5.404328], [-3.874230, -3.365679, -4.466960], [-5.833081, -3.158535, -0.665030], [-7.786463, -4.305296, -1.604598], [-3.710097, -1.035468, -4.399438], [-2.439522, -0.075557, -6.276600], [0.023845, 0.158094, -6.119071], [1.200802, -0.557080, -4.056641], [-0.063222, -1.584920, -2.203603], [-2.491092, 0.952811, -2.149349], [-3.641336, 3.074167, -1.849976], [-5.906042, 3.143621, -0.837626], [-6.962369, 1.041053, -0.052641], [-5.792799, -1.092259, -0.299921], [-0.453081, -1.696162, 4.548045], [-1.570847, -1.945130, 3.652426], [-2.190684, -0.889549, 3.034588], [-3.142289, -1.246037, 2.092065], [-1.962359, 0.274273, 3.323791], [-0.740435, -1.877374, 5.587926], [-0.141415, -0.659525, 4.446686], [0.378324, -2.348937, 4.287315], [-1.522863, -2.804879, 3.131227], [-2.960107, -2.102090, 1.586589], [-3.403858, -0.477632, 1.491007]],
  "forces_ev_per_angstrom": [[0.101, 0.021, -0.206], [-0.055, -0.026, -0.007], [0.239, -0.059, -0.037], [-0.492, -0.130, -0.202], [0.312, 0.396, 0.227], [0.237, -0.219, 0.120], [-0.302, 0.014, 0.069], [0.160, -0.145, -0.218], [-0.304, 0.069, 0.012], [-0.028, 0.015, 0.040], [-0.006, -0.032, 0.024], [0.023, 0.020, 0.028], [-0.006, 0.000, -0.006], [0.017, 0.024, 0.020], [0.056, 0.001, -0.027], [-0.001, -0.035, 0.062], [-0.042, 0.052, 0.001], [-0.031, -0.031, 0.041], [0.050, 0.153, -0.015], [-0.011, -0.027, 0.087], [-0.039, 0.029, -0.121], [0.178, 0.102, 0.077], [0.013, 0.003, -0.026], [-0.003, -0.032, 0.021], [-0.004, -0.028, 0.025], [0.127, -0.022, 0.011], [0.058, -0.022, 0.018], [-0.024, -0.021, -0.010], [-0.001, -0.012, 0.025], [-0.017, 0.015, 0.016], [-0.014, 0.016, 0.008], [-0.014, 0.016, -0.023], [0.001, -0.014, -0.059], [-0.005, 0.028, 0.008], [0.001, -0.008, -0.021], [0.004, -0.007, -0.024], [-0.002, -0.107, -0.037], [-0.110, 0.162, -0.235], [0.002, 0.032, -0.004], [0.068, -0.052, 0.007], [0.010, 0.078, 0.009], [-0.046, -0.125, -0.010], [0.096, 0.150, 0.178], [-0.065, 0.050, -0.170], [0.077, -0.218, 0.045], [-0.026, 0.102, 0.254], [0.009, 0.003, -0.004], [-0.035, -0.012, 0.009], [-0.005, -0.036, -0.008], [0.021, 0.045, 0.018], [0.015, -0.015, 0.043], [-0.037, 0.048, 0.022], [0.179, -0.086, -0.020], [-0.006, 0.004, -0.061], [0.070, -0.002, -0.027], [-0.595, 0.062, -0.166], [0.094, -0.057, 0.164], [0.134, 0.035, -0.013], [-0.012, -0.021, 0.033], [-0.026, -0.023, 0.028], [-0.003, 0.002, -0.031], [-0.025, -0.052, 0.063], [-0.003, -0.051, -0.025], [-0.096, -0.045, 0.019], [0.000, 0.029, 0.039], [-0.003, -0.016, -0.003], [0.034, -0.046, 0.009], [0.080, 0.025, 0.023], [0.014, -0.013, 0.006], [0.016, 0.002, 0.012], [-0.025, 0.042, -0.008], [-0.026, -0.025, -0.034], [0.009, 0.018, 0.002], [-0.022, -0.010, -0.018], [0.017, 0.001, 0.009], [-0.016, 0.011, 0.018], [-0.049, -0.006, 0.019], [-0.010, 0.020, -0.073], [0.008, 0.015, -0.022], [0.061, -0.016, 0.029], [0.021, -0.009, -0.007], [0.002, 0.000, 0.002], [-0.007, 0.035, -0.002], [-0.108, -0.011, -0.067], [0.094, 0.048, 0.029], [0.116, 0.024, -0.077], [0.045, -0.084, 0.152], [-0.253, 0.046, 0.145], [0.037, 0.014, 0.006], [0.015, 0.035, 0.000], [0.021, -0.028, -0.035], [-0.024, -0.125, -0.099], [0.045, 0.027, -0.058], [0.050, 0.022, -0.018]],
  "mulliken_charge": [1.05, -1.45, -0.40, 0.81, -0.67, 0.03, -0.29, -0.26, -1.04, 0.60, -0.20, -0.60, -0.41, -0.56, -0.25, 0.74, -0.43, -0.94, -0.15, -0.47, -0.01, -0.45, 0.33, 0.20, 0.46, 0.25, 0.41, 0.35, 0.37, 0.35, 0.36, 0.32, 0.35, 0.32, 0.37, 0.06, -0.09, 0.03, -0.67, -0.33, -0.56, 0.48, 0.23, -0.06, -0.83, -0.48, 0.42, 0.37, 0.48, -0.38, -0.56, -0.38, 0.28, -0.47, -0.71, 0.94, -0.15, -0.23, -0.83, -0.52, -0.66, -0.22, 0.55, -0.29, -0.87, -0.53, -0.69, -0.26, 0.34, 0.37, 0.43, 0.29, 0.36, 0.53, 0.36, 0.35, 0.50, 0.45, 0.64, 0.35, 0.38, 0.36, 0.03, -0.66, -0.18, 0.41, -0.25, -0.57, 0.29, 0.10, 0.22, 0.22, 0.26, 0.22]
}



{
  "formula": "C5H5N",
  "method": "ωB97M-V/def2-TZVPD",
  "mol_weight_da": 79.1,
  "smiles": "C=C/C=C\\C#N",
  "species": ["C", "C", "C", "C", "C", "N", "H", "H", "H", "H", "H"],
  "coordinates": [[-0.520463, 1.341999, -0.709527], [-0.893277, 0.093394, -0.799791], [0.040318, -1.017082, -0.483767], [0.788505, -1.079183, 0.629560], [0.683284, -0.142907, 1.636469], [0.521625, 0.629043, 2.467542], [-1.035116, 2.222689, -0.900515], [0.525878, 1.518227, -0.405526], [-1.946733, -0.145679, -1.086229], [0.157267, -1.837414, -1.190977], [1.678712, -1.583087, 0.842761]],
  "forces_ev_per_angstrom": [[2.838, -0.113, 0.734], [-1.716, -1.502, -0.060], [0.198, -0.408, 0.074], [-0.362, 0.616, -1.415], [-1.057, 1.741, 1.247], [0.181, 0.354, 0.608], [-1.412, 1.086, -0.424], [-0.521, 0.034, -0.171], [1.031, -0.019, 0.089], [-0.055, 0.286, -0.107], [0.876, -2.075, -0.575]],
  "nbo_charge": [-0.32, -0.26, -0.10, -0.34, 0.24, -0.31, 0.21, 0.19, 0.22, 0.22, 0.24]
}



{
  "formula": "C8H14N2",
  "method": "ωB97M-V/def2-TZVPD",
  "mol_weight_da": 138.2,
  "smiles": "c1c[nH]cn1.CC=C(C)C",
  "species": ["C", "C", "N", "C", "N", "H", "H", "H", "H", "C", "C", "C", "C", "C", "H", "H", "H", "H", "H", "H", "H", "H", "H", "H"],
  "coordinates": [[0.566175, 2.469780, 2.245822], [0.478875, 1.925350, 0.982822], [-0.212465, 0.751300, 1.149672], [-0.510885, 0.631070, 2.474572], [-0.051295, 1.659990, 3.168832], [1.043275, 3.405469, 2.537312], [0.836075, 2.257860, 0.008173], [-0.459435, 0.086111, 0.412743], [-1.060874, -0.219979, 2.876212], [-1.223844, 0.610340, -2.029897], [-1.043234, -0.655839, -1.240747], [0.103275, -1.222139, -0.828827], [0.087515, -2.506469, -0.039867], [1.482165, -0.674409, -1.089337], [-0.258325, 1.086800, -2.269396], [-1.833524, 1.323130, -1.449517], [-1.748754, 0.385280, -2.973516], [-1.972374, -1.175819, -0.972547], [0.646695, -3.288788, -0.580157], [0.561225, -2.351399, 0.944082], [-0.945724, -2.858468, 0.118663], [2.068355, -1.419159, -1.653547], [1.460964, 0.266150, -1.665107], [1.986145, -0.486169, -0.126437]],
  "forces_ev_per_angstrom": [[0.100, 0.095, -0.262], [0.012, 0.161, 0.351], [-0.158, 0.175, 0.686], [0.305, 0.547, -0.043], [-0.150, -0.412, -0.381], [-0.198, -0.386, -0.103], [-0.163, -0.131, 0.470], [0.055, 0.431, 0.485], [0.214, 0.344, -0.142], [0.199, 0.039, 0.014], [0.063, -0.641, -0.331], [-0.254, -0.371, -0.755], [-0.256, -0.055, 0.059], [-0.037, 0.211, -0.136], [-0.504, -0.136, 0.040], [0.166, -0.156, -0.296], [0.151, 0.191, 0.339], [0.283, 0.170, -0.084], [-0.137, 0.239, 0.278], [-0.069, -0.146, -0.293], [0.433, 0.080, -0.039], [-0.121, 0.282, 0.235], [0.116, -0.456, 0.270], [-0.051, -0.075, -0.359]],
  "nbo_charge": [-0.10, -0.13, -0.55, 0.15, -0.47, 0.21, 0.21, 0.44, 0.19, -0.65, -0.21, 0.01, -0.64, -0.66, 0.21, 0.23, 0.23, 0.20, 0.22, 0.22, 0.22, 0.23, 0.22, 0.23]
}



Energy above the lowest of the compared OMol25 structures with the same formula, charge and spin (computed, eV): 1.506, 1.964, 0.854
Orbital gap (computed, eV): 6.03, 9.86, 9.33
Strongest force on any atom (computed, eV/A): 0.6, 2.9, 0.9